The following is a quantum chemistry calculation of a molecular structure, C3H3LiO3Sm at a distorted geometry, from the OMol25 dataset.

Computed properties:
HOMO level (alpha / beta): -0.55684 / -0.55907 Ha
strongest force on any atom: 5.33 eV/A
charge: +2
energy relative to the best compared isomer or geometry (same formula, charge and spin): 304.11 kJ/mol
2S+1: 7

CARTESIAN COORDINATES (ANGSTROEM)
1 H 1.288 0.263 2.914
2 C 0.472 -0.455 1.999
3 H -0.585 -2.345 2.413
4 H 1.372 -0.784 1.456
5 Li 1.561 -0.760 5.167
6 O 0.394 -1.568 4.077
7 Sm -0.092 1.654 -2.616
8 O 1.092 0.614 -0.371
9 C -0.118 -1.468 2.893
10 O -0.484 0.102 1.126
11 C -0.125 0.590 -0.056